ORCA calculation (wB97M-V/def2-TZVPD) on 6 unconnected molecules or ions with the total composition C25H61N2O24P5S2.

Results
structure (SMILES): O=S1(=O)C[C@@H](CCCCSc2nnco2)CCO1.COP(=O)(OC)OC.COP(=O)(OC)OC.COP(=O)(OC)OC.COP(=O)(OC)OC.COP(=O)(OC)OC
highest occupied orbital energy: -9.32 eV
total charge: 0
E_tot: -5408.03168 hartree
LUMO: 0.5 eV
orbital gap: 0.3612 Ha
2S+1: 1

Geometry (Å):
O 1.9609 5.8881 -2.2426
S 1.2825 4.6439 -2.4237
O 1.1776 3.7304 -1.3319
C -0.3410 4.9236 -3.1180
C -0.6432 3.8188 -4.1229
C -2.1126 3.8099 -4.5530
C -3.0034 2.9399 -3.6502
C -3.6825 3.7068 -2.5050
C -5.1385 4.0866 -2.7782
S -5.4207 5.7056 -3.5643
C -4.0470 6.6380 -3.0776
N -3.2326 7.2082 -3.9103
N -2.3388 7.9437 -3.1388
C -2.6827 7.7368 -1.9123
O -3.7518 6.9386 -1.7814
C 0.2680 4.0363 -5.3418
C 1.6885 4.3731 -4.9005
O 1.9945 3.8428 -3.6005
H -1.0063 4.9378 -2.2606
H -0.3260 5.9107 -3.5742
H -0.3826 2.8767 -3.6436
H -2.4708 4.8375 -4.5136
H -2.1950 3.4974 -5.5905
H -2.3900 2.1540 -3.2169
H -3.7643 2.4321 -4.2368
H -3.6967 3.0556 -1.6324
H -3.0993 4.5731 -2.2155
H -5.5434 3.3654 -3.4825
H -5.7375 4.0077 -1.8780
H -2.1816 8.1394 -1.0525
H -0.1379 4.8736 -5.9042
H 0.2213 3.1289 -5.9365
H 1.7965 5.4572 -4.8617
H 2.4234 4.0279 -5.6180
C -3.8021 -1.7112 1.1161
O -4.1519 -0.7500 0.1065
P -3.8604 -1.0427 -1.4280
O -3.5991 -2.4463 -1.7418
O -2.7207 -0.0167 -1.7993
C -1.4775 -0.1441 -1.0970
O -5.0659 -0.3557 -2.1799
C -6.3863 -0.8237 -1.8796
H -2.7541 -1.5958 1.3866
H -4.4218 -1.5105 1.9867
H -3.9792 -2.7293 0.7749
H -1.2057 -1.1929 -0.9668
H -1.5568 0.3439 -0.1242
H -0.7162 0.3529 -1.6925
H -6.8026 -0.2378 -1.0611
H -6.3811 -1.8804 -1.6108
H -6.9902 -0.6882 -2.7725
C 6.3488 5.6616 -6.8301
O 7.1807 4.4922 -6.8283
P 6.5168 3.0417 -6.7544
O 5.0722 3.0440 -6.9943
O 6.9909 2.4380 -5.3795
C 6.5811 3.1081 -4.1809
O 7.3968 2.1793 -7.7321
C 7.4787 2.5913 -9.1021
H 6.1043 5.9501 -5.8079
H 6.9179 6.4586 -7.3021
H 5.4325 5.4858 -7.3897
H 5.5456 3.4450 -4.2511
H 7.2393 3.9562 -3.9904
H 6.6666 2.3939 -3.3681
H 8.3273 3.2617 -9.2294
H 6.5628 3.0886 -9.4228
H 7.6250 1.6971 -9.7007
C -1.1665 3.7558 4.9001
O -1.0221 2.4019 4.4428
P -1.9711 1.8474 3.2862
O -2.7241 2.8843 2.5833
O -2.8216 0.7046 3.9656
C -3.7008 1.0708 5.0357
O -1.0086 0.9637 2.4081
C 0.1374 1.5999 1.8161
H -1.9402 3.8120 5.6654
H -0.2127 4.0512 5.3296
H -1.4181 4.4189 4.0754
H -4.2041 2.0146 4.8219
H -3.1365 1.1480 5.9655
H -4.4422 0.2830 5.1266
H 0.9850 1.5214 2.4949
H -0.0627 2.6472 1.5903
H 0.3593 1.0756 0.8913
C 1.1315 -5.5758 4.1564
O 0.6758 -4.6110 3.1949
P -0.8883 -4.4040 2.9600
O -1.7289 -5.0257 3.9843
O -1.1544 -4.8523 1.4735
C -0.9018 -6.2178 1.1279
O -1.0389 -2.8475 2.7746
C -0.6082 -1.9685 3.8215
H 1.1819 -6.5652 3.7033
H 2.1277 -5.2751 4.4708
H 0.4738 -5.6039 5.0224
H -1.2311 -6.8910 1.9211
H 0.1623 -6.3583 0.9355
H -1.4640 -6.4288 0.2235
H 0.4314 -1.6875 3.6542
H -0.7095 -2.4260 4.8069
H -1.2365 -1.0884 3.7585
C 2.5682 -10.2915 9.4737
O 2.1913 -9.3611 8.4479
P 2.4622 -9.7152 6.9149
O 2.8142 -11.1160 6.6878
O 3.5093 -8.6427 6.4209
C 4.7972 -8.6370 7.0446
O 1.1877 -9.1669 6.1722
C -0.0933 -9.6881 6.5532
H 3.6141 -10.1479 9.7444
H 1.9416 -10.0857 10.3379
H 2.4136 -11.3167 9.1446
H 5.1556 -9.6534 7.2147
H 4.7471 -8.0945 7.9894
H 5.4797 -8.1276 6.3712
H -0.5169 -9.0681 7.3414
H -0.0151 -10.7208 6.8944
H -0.7319 -9.6506 5.6758

ORCA calculation (wB97M-V/def2-TZVPD) on a molecular structure, C25H61N3O11.

Results
highest occupied orbital energy: -6.02 eV
total charge: 0
E_tot: -1979.91578 hartree
LUMO: 0.4 eV
orbital gap: 0.2343 Ha
2S+1: 1
ΔE to the lowest compared entry with this formula, charge and spin: 2164.2 kJ/mol

Geometry (Å):
C -3.4645 1.7495 3.3934
O -3.2706 0.6131 2.5829
C -1.9439 0.2463 2.1752
C -2.0064 -1.1246 1.3047
O -0.7881 -1.8347 1.4567
C -0.8935 -3.0290 0.7885
H -4.5203 1.8523 3.6443
H -3.2385 2.6763 2.8661
H -2.8842 1.7227 4.3157
H -1.3146 0.1249 3.0569
H -1.4203 0.8785 1.4582
H -2.3350 -0.8997 0.2900
H -2.7940 -1.6943 1.7979
H 0.1129 -3.4169 0.9460
H -1.1152 -2.8935 -0.2701
H -1.6953 -3.6283 1.2196
C 3.8265 -0.5226 -0.3369
O 2.5205 -0.9337 -0.7635
C 2.4370 -2.0384 -1.6309
C 1.0090 -2.5477 -1.7885
O 0.2995 -1.6226 -2.6322
C -1.0692 -1.8413 -2.7441
H 4.5133 -0.2228 -1.1283
H 4.2241 -1.3842 0.1995
H 3.7677 0.2711 0.4079
H 3.0910 -2.8684 -1.3636
H 2.8442 -1.8024 -2.6140
H 0.5070 -2.7433 -0.8409
H 0.9997 -3.4913 -2.3341
H -1.4046 -2.7963 -3.1486
H -1.3999 -1.1515 -3.5205
H -1.5718 -1.7125 -1.7855
C -5.1428 -2.7763 -4.0670
O -5.2472 -1.9276 -2.9623
C -4.3274 -0.8612 -3.0340
C -4.4699 0.0684 -1.8270
O -4.4231 -0.6834 -0.5579
C -4.4376 0.1797 0.6046
H -5.9963 -3.4539 -4.0436
H -4.2506 -3.4021 -4.0881
H -5.1048 -2.2107 -4.9980
H -4.5585 -0.2480 -3.9051
H -3.2964 -1.1980 -3.1421
H -5.5142 0.3805 -1.8381
H -3.8350 0.9500 -1.9156
H -3.4998 0.7318 0.6666
H -4.6812 -0.2135 1.5916
H -5.2160 0.9427 0.6023
C 5.0344 -0.4375 2.9879
O 4.1237 0.2931 2.1035
C 3.1825 1.1803 2.6980
C 2.0795 0.3830 3.4175
O 1.4840 -0.6414 2.6076
C 0.2338 -1.1952 3.0024
H 4.4574 -1.1012 3.6319
H 5.5888 0.2499 3.6268
H 5.7934 -0.9316 2.3814
H 2.7335 1.7873 1.9119
H 3.7494 1.8052 3.3881
H 1.3621 1.0864 3.8402
H 2.6302 -0.0665 4.2438
H 0.0834 -2.0732 2.3742
H -0.5258 -0.4404 2.7991
H 0.1145 -1.5739 4.0175
C -1.9012 0.3760 -1.7471
C -0.8700 0.7443 -0.6398
O -0.9576 1.8545 -0.1381
N 0.0164 -0.1895 -0.2302
C 0.9991 -0.0656 0.8566
H -1.4488 0.4270 -2.7374
H -2.7725 1.0267 -1.6738
H -2.2459 -0.6405 -1.5576
H 0.0282 -1.0403 -0.7744
H 1.8769 0.3878 0.3961
H 1.3021 -1.0324 1.2586
H 0.5917 0.4836 1.7055
C 1.2744 1.0716 -2.2355
C 2.7670 1.4667 -2.0311
O 3.3073 1.8597 -0.9998
N 3.4368 1.5181 -3.1657
C 4.7930 1.9072 -3.3550
H 1.0853 0.0710 -1.8466
H 0.9454 1.1998 -3.2667
H 0.7283 1.8412 -1.6900
H 2.9583 1.2668 -4.0189
H 4.7900 2.8957 -3.8144
H 5.2497 1.1724 -4.0180
H 5.4181 1.9638 -2.4639
C 2.0837 2.7024 0.0330
C 1.4264 2.8056 1.4081
O 2.0291 3.3280 2.3266
N 0.2307 2.3374 1.5182
C -0.5807 2.4492 2.7458
H 2.7555 3.5470 -0.1198
H 1.5166 2.7224 -0.8976
H 2.6892 1.7969 -0.0076
H -0.2047 1.8858 0.7266
H -0.0407 2.6042 3.6798
H -1.0726 1.4984 2.9506
H -1.3512 3.2190 2.7029

Which of these has the lowest highest occupied orbital energy?
C25H61N2O24P5S2

The highest LUMO belongs to which entry?
C25H61N2O24P5S2

Which formula does entry 1 have?
C25H61N2O24P5S2

Look up the total charge of the first one.
0